{"formula": "C5H5NS", "method": "ωB97M-V/def2-TZVPD", "lumo_ha": [-0.036, -0.036], "max_force_ev_per_a": 3.3, "de_lowest_kcal_mol": 98.9, "homo_lumo_gap_ha": [0.2574, 0.2574], "elements": ["H", "C", "H", "C", "C", "S", "C", "H", "N", "H", "C", "H"], "positions_angstrom": [[-1.45592, 0.81876, -0.87449], [-0.74070, 0.49950, -0.15175], [0.73557, -0.76415, -2.11160], [-0.08379, -0.76756, -0.16065], [0.02973, -1.34029, -1.52187], [2.49460, -0.17954, 2.37940], [1.18189, 0.44980, 1.99838], [-0.97398, -1.17068, -1.99705], [0.35341, 1.36280, 1.89282], [-1.21163, 2.21092, 1.14457], [-0.63909, 1.27729, 0.97241], [0.30991, -2.39685, -1.57018]], "forces_ev_per_a": [[-0.557, 0.185, -0.642], [0.610, -1.612, 1.501], [0.259, 0.253, -0.086], [0.480, 1.386, -0.079], [-1.381, -0.357, -0.011], [2.078, -1.611, 0.522], [-0.462, 1.468, 0.022], [0.694, -0.389, -0.094], [-0.734, -1.962, -0.175], [-0.419, -0.811, -0.848], [-0.492, 3.234, -0.171], [-0.076, 0.215, 0.061]]}

=====

{"formula": "C23H24ClNO4S", "method": "ωB97M-V/def2-TZVPD", "lumo_ha": 0.021, "max_force_ev_per_a": 1.6, "de_lowest_kcal_mol": 2.0, "homo_lumo_gap_ha": 0.3331, "elements": ["H", "Cl", "C", "H", "H", "H", "C", "C", "H", "S", "H", "O", "C", "C", "O", "C", "H", "H", "H", "H", "O", "N", "H", "H", "C", "H", "C", "H", "H", "C", "H", "C", "C", "C", "H", "H", "C", "O", "H", "C", "C", "C", "H", "H", "C", "C", "C", "C", "C", "C", "H", "H", "C", "H"], "positions_angstrom": [[-5.26987, -0.09795, -1.55389], [5.59797, -0.72240, -2.02308], [-2.89378, -0.66446, -1.84610], [1.51867, 1.87523, -1.62104], [1.15100, 3.42307, -2.39084], [-5.16086, -0.53131, 1.46993], [0.58572, 3.31855, -0.31896], [0.78815, 2.67768, -1.68880], [2.03086, 0.36486, 2.62434], [0.85961, -1.61261, 2.00986], [-3.28199, -1.77670, -0.19367], [0.13353, 2.39639, 0.65355], [-5.03149, -0.72158, -0.69000], [0.74219, -1.16340, -1.85756], [-3.28330, 0.07484, -2.73096], [-1.16525, 1.97252, 0.63247], [2.11119, -2.56337, 0.12461], [3.82891, -1.43392, 3.21213], [-0.71995, 0.63918, 2.23983], [-5.75953, -1.53439, -0.62317], [1.55683, -2.48014, 2.95439], [-3.71675, -1.26267, -0.94583], [-4.18466, 2.26167, -0.84322], [1.52593, 0.43843, 0.91964], [0.31526, -1.78123, -0.71261], [-1.97050, 3.23788, -0.91900], [-3.73378, 0.86021, 0.70807], [-0.47001, -0.12135, -3.41468], [1.54325, 3.67407, 0.07292], [2.01245, -0.17167, 1.67604], [3.20239, 0.06007, -0.74152], [3.81421, -0.46196, -0.02271], [5.86396, -1.60898, 0.51659], [-2.16334, 2.44940, -0.20962], [6.82768, -1.98488, 0.21213], [-0.09638, 4.17408, -0.38662], [-3.43030, 1.89604, -0.16324], [-1.02761, -1.68429, -0.60669], [-2.95709, -0.36653, 2.28677], [-5.03966, 0.12252, 0.60430], [5.05612, -0.94586, -0.39254], [-0.41111, -0.65776, -2.49064], [6.03568, -2.28937, 2.53147], [-0.14317, 2.25996, -2.06364], [-1.47072, -0.99986, -1.69211], [3.36426, -0.63216, 1.28247], [1.05113, -2.48061, 0.35097], [4.17728, -1.28946, 2.20207], [5.41326, -1.77501, 1.81551], [-2.74418, 0.42407, 1.58102], [0.63369, -3.46892, 0.54659], [1.75006, -1.10564, -2.21395], [-1.48214, 0.97754, 1.55655], [-5.88378, 0.81223, 0.57250]], "forces_ev_per_a": [[-0.062, -0.116, 0.112], [0.050, 0.025, -0.156], [-0.210, -0.342, 0.149], [0.085, -0.091, -0.012], [0.047, 0.079, -0.114], [-0.048, 0.039, 0.036], [0.164, 0.174, -0.372], [-0.136, 0.077, 0.384], [-0.148, 0.014, 0.025], [0.115, 0.592, -1.436], [0.084, 0.058, -0.103], [-0.147, -0.126, 0.209], [-0.243, 0.058, -0.020], [-0.131, -0.330, 0.571], [0.159, 0.105, -0.106], [-0.099, -0.182, 0.123], [0.011, -0.003, 0.020], [-0.032, -0.001, 0.080], [0.051, 0.011, 0.060], [-0.004, 0.114, -0.079], [0.509, -0.826, 0.998], [-0.065, -0.337, 0.086], [-0.078, 0.020, -0.126], [-0.047, 0.146, -0.021], [0.597, 0.262, -0.609], [0.078, 0.066, -0.083], [-0.176, 0.141, 0.172], [-0.107, 0.137, -0.185], [-0.165, 0.040, -0.063], [-0.515, -0.479, -0.011], [-0.068, 0.057, -0.104], [0.052, 0.023, 0.062], [-0.007, 0.018, -0.091], [0.293, 0.189, -0.046], [0.086, -0.021, -0.057], [0.067, -0.048, 0.070], [-0.048, -0.101, 0.251], [-0.194, -0.145, 0.169], [-0.037, -0.108, 0.074], [0.129, -0.022, -0.195], [-0.027, -0.059, 0.168], [-0.837, -0.171, 0.362], [0.062, -0.048, 0.064], [-0.045, -0.028, -0.082], [0.794, 0.535, -0.851], [0.244, -0.096, -0.002], [-0.414, 0.363, 0.694], [-0.010, 0.029, 0.015], [0.021, 0.018, -0.030], [-0.005, 0.174, -0.044], [0.043, -0.012, 0.096], [0.268, -0.026, -0.004], [0.170, 0.196, -0.112], [-0.073, -0.041, 0.065]]}

=====

{"formula": "C5H11NO", "method": "ωB97M-V/def2-TZVPD", "lumo_ha": 0.031, "max_force_ev_per_a": 1.3, "smiles": "CNC(=O)C(C)C", "de_lowest_kcal_mol": 9.3, "homo_lumo_gap_ha": 0.3852, "elements": ["H", "H", "H", "H", "H", "H", "H", "H", "O", "N", "C", "H", "C", "C", "C", "H", "H", "C"], "positions_angstrom": [[-1.55527, -1.69231, 1.13946], [3.51035, -0.15333, -0.71737], [3.02541, 0.50949, 0.85221], [-1.58329, 1.06029, 1.33992], [-0.87147, -0.12586, -1.35555], [-1.10055, 1.94790, -0.11869], [-2.70277, -1.45762, -0.21174], [-2.66618, 1.11083, -0.07981], [0.61486, -0.39131, 1.64988], [1.42086, 0.15887, -0.43780], [2.81068, 0.52975, -0.21997], [-1.18797, -2.34404, -0.47117], [-1.62398, 1.05516, 0.24870], [-0.92376, -0.20751, -0.25103], [-1.64555, -1.50491, 0.06816], [3.01555, 1.54466, -0.58497], [0.94330, 0.19213, -1.31968], [0.46664, -0.19033, 0.45672]], "forces_ev_per_a": [[-0.160, -0.102, -0.027], [-0.253, 0.038, 0.075], [-0.213, -0.067, -0.169], [-0.166, 0.101, -0.038], [0.404, -0.053, 0.429], [-0.125, -0.149, 0.114], [0.124, 0.016, 0.069], [0.116, -0.069, 0.035], [-0.016, 0.097, -0.522], [-0.170, -0.080, -0.008], [0.027, -0.017, 0.071], [-0.081, 0.139, 0.154], [-0.090, 0.068, 0.142], [-0.019, -0.040, 0.167], [-0.064, -0.089, 0.156], [-0.165, -0.205, 0.058], [1.075, 0.413, -0.631], [-0.223, 0.000, -0.073]]}

=====

{"formula": "C5H6INO", "method": "ωB97M-V/def2-TZVPD", "lumo_ha": -0.007, "max_force_ev_per_a": 3.1, "smiles": "C[C@@]1(I)CC=NC1=O", "de_lowest_kcal_mol": 2.9, "homo_lumo_gap_ha": 0.3379, "elements": ["C", "I", "C", "H", "C", "C", "H", "H", "N", "H", "C", "O", "H", "H"], "positions_angstrom": [[-0.42581, -1.38547, 0.44101], [-2.51157, 0.76695, -0.10996], [0.46882, -1.05747, -1.53043], [-0.08732, 2.05729, 1.40215], [-0.40947, 0.28447, 0.21017], [0.14305, 0.99412, 1.42116], [0.89626, -1.33770, -2.48142], [-0.06810, 1.00436, -1.85443], [0.05328, -1.95146, -0.73532], [1.22729, 0.87922, 1.46187], [0.37596, 0.37322, -1.08372], [-0.77750, -1.92747, 1.43328], [-0.27681, 0.56164, 2.32944], [1.39192, 0.73829, -0.90379]], "forces_ev_per_a": [[-0.232, 3.093, 0.019], [0.430, -0.023, 0.074], [-0.093, 0.225, 0.249], [0.032, 0.070, 0.004], [-0.240, -2.027, 0.354], [-0.206, 0.062, 0.060], [0.055, -0.038, -0.207], [0.045, -0.014, 0.028], [0.281, -1.319, -0.646], [0.060, -0.070, -0.034], [-0.111, 0.186, -0.032], [0.032, -0.268, 0.145], [-0.049, 0.031, -0.018], [-0.004, 0.090, 0.004]]}

=====

{"formula": "C8H12N2O2", "method": "ωB97M-V/def2-TZVPD", "lumo_ha": -0.002, "max_force_ev_per_a": 8.1, "smiles": "O=C=NCCCCCCN=C=O", "de_lowest_kcal_mol": 125.5, "homo_lumo_gap_ha": 0.3725, "elements": ["H", "H", "C", "H", "C", "H", "H", "C", "C", "H", "N", "C", "H", "C", "O", "C", "O", "H", "H", "H", "C", "N", "H", "H"], "positions_angstrom": [[-1.39451, -0.85972, -2.00814], [-2.60614, -1.96244, -0.49236], [-1.66970, -1.64399, -0.03576], [0.32809, -0.64365, 1.62958], [-3.72827, 1.14435, -0.02263], [0.89148, -0.11117, -1.40488], [-1.57569, -0.00647, 1.35155], [-0.80484, -1.20274, -1.14226], [2.31049, -0.05117, 0.95921], [-0.27664, -1.99320, -1.61692], [3.42743, -0.44078, -0.12397], [4.09172, 0.74192, -0.18074], [-3.04101, -1.00571, 1.22171], [1.04826, -0.82156, 0.62783], [5.06487, 1.47159, -0.35732], [-2.19864, -0.65742, 0.73457], [-4.71407, 1.88669, 0.04611], [-0.93598, -2.30926, 0.54102], [2.11981, 1.12834, 1.20204], [2.77740, -0.50524, 1.94616], [0.28793, -0.19453, -0.57024], [-2.91142, 0.26227, -0.22028], [1.31072, -2.02337, 0.58186], [-0.03760, 0.78599, -0.27202]], "forces_ev_per_a": [[0.181, 0.807, 0.550], [0.394, -2.013, -0.048], [2.805, -4.955, -2.351], [1.922, -0.817, -2.478], [-3.641, 0.912, -0.145], [1.921, 0.654, -1.414], [0.100, -0.397, 0.106], [0.863, 2.405, -0.446], [1.382, -0.467, 2.144], [0.705, -1.094, 0.116], [0.975, 7.910, 1.326], [3.735, -3.783, -1.760], [-1.128, -0.939, 2.177], [-1.380, -0.859, 2.261], [-5.386, -2.589, 1.098], [-1.995, 6.253, 1.788], [4.471, -2.584, -0.253], [-2.115, 0.048, -0.329], [0.489, -2.821, -1.047], [-1.060, 1.079, -1.795], [-1.122, -2.555, 0.329], [-0.823, 2.304, 0.343], [-0.732, 3.152, -0.172], [-0.562, 0.350, -0.001]]}

=====

{"formula": "C2H3NOS2", "method": "ωB97M-V/def2-TZVPD", "lumo_ha": -0.016, "max_force_ev_per_a": 3.3, "smiles": "O=CN(S)C=S", "de_lowest_kcal_mol": 33.6, "homo_lumo_gap_ha": 0.3173, "elements": ["H", "C", "H", "H", "S", "S", "O", "C", "N"], "positions_angstrom": [[0.62459, -1.82849, 1.31915], [-0.26930, -0.47648, -1.20565], [-1.01417, 0.34153, -1.52774], [0.35383, 1.14250, 1.66139], [-1.18299, 2.12079, -0.03954], [1.47566, -0.89095, 0.81653], [-0.10824, -1.49935, -1.77597], [-0.15692, 1.12009, 0.67846], [0.27754, -0.02964, 0.07339]], "forces_ev_per_a": [[0.584, 0.085, 0.021], [-1.983, 2.558, 0.399], [1.123, -1.226, 0.155], [-0.658, 0.764, -0.321], [-0.503, 1.285, 0.664], [0.549, -1.575, 0.765], [0.910, -0.625, 0.391], [0.351, -0.561, -0.130], [-0.373, -0.703, -1.943]]}